1.
Entry from OMol25: a molecular structure, C5H6O (wB97M-V/def2-TZVPD).

Computed properties:
- LUMO (eV) = 0.8
- E_HOMO (hartree) = -0.3231
- energy (Ha) = -269.227943
- relative energy (zero: lowest compared OMol25 entry of this formula, charge and spin) (kcal per mole) = 74.2
- frontier orbital gap (eV) = 9.61

Atoms and positions in Å:
C -1.85849 0.05892 0.25181
C -0.38180 0.13265 0.00590
C 0.56954 1.10848 0.40582
C 1.81234 0.38853 0.12000
C 1.52495 -0.86855 -0.28174
O 0.19412 -1.07973 -0.37905
H -2.24800 1.06939 0.38805
H -2.04552 -0.51019 1.16713
H -2.37962 -0.43387 -0.57340
H -0.13625 1.05537 -0.78096
H 2.80983 0.79281 0.24432
H 2.13890 -1.71382 -0.56788

***

2.
Entry from OMol25: a molecular structure, C30H46BrN3P2W in a non-equilibrium geometry (wB97M-V/def2-TZVPD).

Computed properties:
- LUMO (spin up / spin down) (eV) = -12.7 / -14.4
- E_HOMO (spin up / spin down) (hartree) = -0.6809 / -0.6825
- multiplicity = 3
- energy (Ha) = -4657.124127
- relative energy (zero: lowest compared OMol25 entry of this formula, charge and spin) (kcal per mole) = 16.9
- total charge = +4
- frontier orbital gap (spin up / spin down) (eV) = 5.78 / 4.16
- <S²> = 2.113

Atoms and positions in Å:
N -5.51528 -2.03437 4.33134
C -4.51230 -1.30147 4.81374
C -4.05952 -0.15256 4.15640
C -4.61910 0.18210 2.90198
C -5.69453 -0.59704 2.43051
C -6.10770 -1.70286 3.18810
C -4.00533 1.19713 2.06834
W 0.22409 1.22903 -0.60077
P 2.92114 0.82839 -1.29200
C -4.02708 1.19615 0.70651
C -2.82852 1.55342 -0.08337
C -2.56038 0.94907 -1.31513
C -1.47025 1.36580 -2.12219
C -0.82451 2.58411 -1.76463
C -0.97726 3.10985 -0.46085
C -1.78691 2.37288 0.43864
Br 0.96882 3.06196 -2.66781
H -3.39235 1.91519 2.61980
H -4.89460 0.82470 0.14769
H -3.23386 0.41849 4.57149
H -6.17237 -0.36232 1.48195
H -4.07093 -1.60136 5.76542
H -6.95797 -2.30533 2.85914
H -3.23818 0.16271 -1.67099
H -1.81737 2.65641 1.49516
H -1.25307 0.93185 -3.09656
H -0.54346 4.07222 -0.20893
P -0.68821 -1.71798 -0.89495
C 3.84018 2.39289 -0.88924
C 4.86719 2.91154 -1.89560
H 4.32687 2.22056 0.08606
H 3.08216 3.16745 -0.71263
H 4.90792 4.01122 -1.84731
H 5.87550 2.54969 -1.65090
H 4.63568 2.62556 -2.92537
C 2.78892 0.27346 -3.05996
C 4.03941 0.06049 -3.91120
H 2.12639 0.98670 -3.57557
H 2.21402 -0.67003 -3.01993
H 3.73818 -0.07900 -4.96226
H 4.72620 0.91435 -3.88029
H 4.57674 -0.84339 -3.61122
C 4.01409 -0.44355 -0.48838
C 5.47944 -0.39215 -0.91492
H 3.58806 -1.43805 -0.68034
H 3.94977 -0.27413 0.59862
H 6.01394 -1.25797 -0.50271
H 5.59474 -0.42754 -2.00327
H 5.97874 0.51256 -0.54953
C 0.23218 -3.18757 -0.18360
C 1.53183 -3.57559 -0.87690
H -0.47726 -4.03311 -0.22996
H 0.40600 -2.98282 0.88480
H 2.02698 -4.37353 -0.30533
H 1.35270 -3.95866 -1.88760
H 2.22791 -2.73263 -0.95176
C -0.93126 -2.42357 -2.59501
C -2.18932 -2.02605 -3.35407
H -0.90573 -3.51724 -2.47737
H -0.03011 -2.14164 -3.16102
H -2.24240 -2.61078 -4.28102
H -3.10201 -2.23852 -2.78571
H -2.18113 -0.96713 -3.63386
C -2.37005 -2.09191 -0.14926
C -2.47385 -2.51756 1.31447
H -2.84260 -2.85040 -0.79371
H -2.95044 -1.16971 -0.26934
H -3.51533 -2.80076 1.52479
H -1.84422 -3.38556 1.55278
H -2.23736 -1.68873 1.99392
N 0.82505 -0.09772 1.07644
C 0.99589 1.00924 1.92645
C 1.22918 0.89379 3.27906
C 1.19749 2.07999 4.01982
C 1.01610 3.28656 3.32709
C 0.86146 3.31781 1.94712
N 0.85289 2.14159 1.23256
H 0.17834 -0.79008 1.46921
H 1.68556 -0.63839 0.92578
H 1.40819 -0.10186 3.68988
H 1.29106 2.05512 5.10245
H 0.96984 4.22830 3.87452
H 0.77726 4.25232 1.39227

***

3.
Entry from OMol25: a molecular structure, C20H37AsF3N4O4S2Tl (wB97M-V/def2-TZVPD).

Computed properties:
- LUMO (eV) = 4.3
- E_HOMO (hartree) = -0.0577
- energy (Ha) = -4808.512573
- relative energy (zero: lowest compared OMol25 entry of this formula, charge and spin) (kcal per mole) = 5.9
- total charge = -2
- frontier orbital gap (eV) = 5.91

Atoms and positions in Å:
Tl -0.50149 -1.14897 -0.89970
N 1.75819 1.77174 0.69496
C 2.07033 1.73377 2.11525
C 1.50843 0.54944 2.90477
N 0.07908 0.33787 2.76434
C -0.78531 1.46788 3.03547
C -1.94484 1.48238 2.03879
N -1.48652 2.04142 0.77330
C -0.35213 -0.85907 3.46596
C -0.23051 -2.17919 2.70968
N -1.29993 -2.32628 1.73230
H 0.74630 1.72032 0.57923
H 2.11207 0.91410 0.27126
H 1.75196 2.67984 2.56791
H 3.15773 1.69808 2.23425
H 1.79231 0.67612 3.97220
H 1.99952 -0.35441 2.53682
H -0.22909 2.39937 2.91637
H -1.16523 1.45618 4.07339
H -2.81235 2.00805 2.46787
H -2.23548 0.44630 1.85259
H -1.45958 3.05267 0.78578
H -2.01837 1.72842 -0.02675
H -1.41261 -0.74718 3.71717
H 0.19300 -0.93918 4.42725
H -0.24236 -2.97230 3.47464
H 0.72371 -2.24618 2.18218
H -2.17762 -2.55027 2.18467
H -1.08830 -3.06304 1.05271
C -0.01576 4.24507 -2.12117
As -0.39844 2.42491 -2.80786
C 1.24488 2.27680 -3.86205
C -1.55747 3.04806 -4.27779
H 0.36287 4.88977 -2.91849
H 0.72981 4.16429 -1.32971
H -0.92307 4.69192 -1.70879
H 1.33463 3.11185 -4.56046
H 1.22363 1.33467 -4.40736
H 2.09423 2.27721 -3.17849
H -1.13007 3.92653 -4.76699
H -2.54662 3.29804 -3.89078
H -1.65904 2.23690 -4.99772
C -3.27235 -0.69476 -3.89481
C -2.23794 -0.64646 -5.00779
O -0.96752 -0.24246 -4.52893
H -4.26290 -0.92603 -4.30019
H -3.31553 0.27186 -3.38482
H -3.00544 -1.46551 -3.16762
H -2.52918 0.07718 -5.77836
H -2.16079 -1.63240 -5.47872
H -0.60920 -1.02904 -4.05369
O -2.41638 -3.26694 -1.75502
S -1.15962 -4.04481 -1.79859
O -1.35656 -5.44244 -2.15715
O -0.45995 -3.89328 -0.49219
S 0.06049 -3.15433 -3.18226
F 9.39928 -1.61033 1.70054
C 8.84404 -2.57301 0.91577
F 9.11633 -3.74725 1.52230
F 9.57540 -2.55757 -0.22693
C 7.39310 -2.35683 0.67606
C 6.43741 -3.24667 1.15201
C 5.09352 -3.00860 0.93129
C 4.65795 -1.87168 0.23102
C 5.64572 -0.99103 -0.25236
C 6.98571 -1.22765 -0.03269
C 3.27879 -1.61123 0.02822
C 2.07569 -1.40922 -0.13698
H 6.74947 -4.12974 1.69397
H 4.34822 -3.70426 1.29251
H 5.32453 -0.11718 -0.80328
H 7.72953 -0.53641 -0.41183

***

4.
Entry from OMol25: a molecular structure, C39H53Cl2N4O7P2W (wB97M-V/def2-TZVPD).

Computed properties:
- LUMO (spin up / spin down) (eV) = -10.2 / -10.2
- E_HOMO (spin up / spin down) (hartree) = -0.5570 / -0.5571
- energy (Ha) = -3933.095684
- total charge = +3
- frontier orbital gap (spin up / spin down) (eV) = 4.91 / 4.91

Atoms and positions in Å:
W -0.03766 0.85211 -0.91092
C -6.08464 -2.17521 -0.30539
C -4.84382 -2.39270 -1.17848
C -3.87281 -1.25693 -1.07023
C -4.01122 0.04055 -1.49906
C -5.13030 0.70684 -2.23171
C -5.84428 -0.12628 -3.29746
C -2.77931 0.74589 -1.17872
C -1.96107 1.74363 -1.46714
C -1.90000 0.41339 0.98122
C -2.54091 0.47961 2.20990
C -3.72460 -0.31318 2.67232
C -3.33397 -1.61470 3.37879
C -1.79124 1.45330 2.92009
C -0.71676 1.88295 2.09248
C 0.50507 2.48928 2.33529
C 1.60167 2.12641 1.56093
N 1.51613 1.16932 0.55450
C 2.72672 0.55746 0.51258
C 2.84878 -0.76746 0.02172
C 1.79262 -1.56108 -0.29343
N 0.43944 -1.14552 -0.39336
C -0.29004 -2.32808 -0.32415
C -1.70610 -2.48309 -0.39709
C -2.53651 -1.43510 -0.53419
N -1.98409 -0.13705 -0.34673
C 0.56157 -3.46129 -0.28106
C 1.85461 -2.99948 -0.30134
C 3.09337 -3.82527 -0.32756
C 3.45230 -4.20857 -1.77328
C 0.11044 -4.88501 -0.16433
C -0.35660 -5.23273 1.25330
C 3.65658 1.20876 1.36126
C 2.94872 2.20990 2.01330
C 3.44102 3.08770 3.11813
C 3.44225 2.36388 4.47175
C 5.08431 0.80734 1.57125
C 5.96533 1.09993 0.35340
N -0.85754 1.22395 0.89722
C -2.02088 1.89987 4.32444
C -1.11140 1.16563 5.32267
H -6.77421 -3.00866 -0.42548
H -6.61298 -1.26066 -0.57496
H -5.81634 -2.11363 0.75013
H -5.13535 -2.52407 -2.22092
H -4.35057 -3.31709 -0.87479
H -4.73805 1.62476 -2.67497
H -5.85388 1.03846 -1.47741
H -5.13397 -0.61951 -3.96120
H -6.47036 0.52640 -3.90290
H -6.49680 -0.87941 -2.86049
H -2.14679 2.60959 -2.07871
H -4.35700 -0.53717 1.80969
H -4.32926 0.30466 3.33741
H -2.72654 -2.24629 2.72607
H -4.22297 -2.17456 3.66549
H -2.75933 -1.41589 4.28284
H 0.66849 3.08153 3.22670
H 3.82330 -1.23122 0.09370
H -2.07999 -3.49239 -0.49357
H 2.93636 -4.72717 0.26483
H 3.92740 -3.29499 0.13097
H 2.64612 -4.77460 -2.24004
H 4.34959 -4.82435 -1.78315
H 3.63972 -3.31981 -2.37789
H 0.93602 -5.53758 -0.44721
H -0.68347 -5.08753 -0.88744
H 0.44794 -5.08355 1.97393
H -0.66883 -6.27397 1.30655
H -1.20000 -4.61163 1.56267
H 2.83630 3.99394 3.17597
H 4.45509 3.41444 2.88025
H 2.43572 2.04415 4.74883
H 3.81548 3.02266 5.25360
H 4.07573 1.47714 4.44528
H 5.13604 -0.25540 1.82281
H 5.47702 1.33539 2.43977
H 5.59410 0.58607 -0.53566
H 6.98815 0.77283 0.53210
H 5.98792 2.17062 0.14274
H -3.06465 1.73134 4.59053
H -1.84921 2.97564 4.39496
H -1.25779 0.08704 5.27308
H -1.33218 1.49200 6.33715
H -0.05865 1.37100 5.12152
C 3.37867 3.67289 -1.73108
C 2.42646 3.10391 -2.77092
O 2.61233 3.60405 -4.08531
P 2.59826 1.28902 -2.99987
O 4.04065 0.77071 -2.70370
O 2.31386 0.97631 -4.50088
O 1.70893 0.56869 -2.00809
P 0.64964 3.22703 -2.30944
O 0.28126 4.66514 -2.77622
O -0.03044 2.04372 -2.98904
O 0.41490 2.95094 -0.82309
H 4.40734 3.57952 -2.07834
H 3.27690 3.15345 -0.77588
H 3.16049 4.73015 -1.56913
H 2.64300 4.57167 -4.08881
H 4.68959 0.82195 -3.42275
H 2.08236 1.75751 -5.03528
H -0.51867 5.10751 -2.45676
Cl -0.69912 -0.92668 -3.12604
C -1.09016 -0.19783 -4.73513
Cl -2.56984 0.72297 -4.73849
H -1.18946 -1.04890 -5.39979
H -0.24948 0.42868 -4.99962

***

5.
Entry from OMol25: a molecular structure, C2H5O2Tm in a non-equilibrium geometry (wB97M-V/def2-TZVPD).

Computed properties:
- LUMO (spin up / spin down) (eV) = -5.2 / -6.6
- E_HOMO (spin up / spin down) (hartree) = -0.4579 / -0.5066
- multiplicity = 4
- energy (Ha) = -1314.518667
- total charge = +1
- frontier orbital gap (spin up / spin down) (eV) = 7.30 / 7.17
- <S²> = 3.752

Atoms and positions in Å:
C -2.82507 2.15998 1.30333
C -1.53081 2.93840 1.10641
O -0.44609 2.10614 1.32130
Tm 0.74523 0.73520 0.08049
H -2.88957 1.87046 2.36781
H -3.69881 2.73594 0.96815
H -1.50050 3.76158 1.84757
H -1.57592 3.44581 0.12090
O -2.74037 0.96686 0.52866
H -2.39761 0.30794 1.14602